Record 1
28
Properties=species:S:1:pos:R:3:forces:R:3:mulliken_charge:R:1 method="wB97M-V/def2-TZVPD" total_charge=+1 multiplicity=1 homo_lumo_gap_ev=7.84 homo_energy_ev=-12.53
C -2.664 0.166 0.685 -0.24 -0.22 -0.04 -1.177
C -2.001 -0.404 -0.560 -0.10 0.25 -0.01 -0.366
I -3.204 0.116 -2.271 0.05 -0.11 0.00 0.153
C -0.604 0.133 -0.869 -0.12 -0.01 0.14 -1.484
C 0.523 -0.110 0.201 -0.49 0.13 -0.69 1.139
C 0.575 1.014 1.217 0.29 -0.34 0.41 -0.473
O 0.012 0.912 2.280 0.46 0.02 -0.34 -0.548
N 1.400 2.110 0.889 -0.97 0.30 0.59 -0.109
C 1.074 2.805 -0.309 0.65 -0.29 -0.36 0.600
O 1.521 2.588 -1.378 -0.26 -0.02 0.07 -0.367
F 0.174 3.750 -0.072 0.05 0.19 0.02 -0.220
C 1.835 -0.482 -0.504 -0.13 -0.12 -0.12 -0.865
C 1.678 -2.004 -0.752 0.71 0.35 0.62 -0.715
C 0.772 -2.392 0.355 0.00 0.07 -0.33 -0.145
N 0.232 -1.374 0.910 0.10 -0.87 0.13 0.110
H -3.728 -0.066 0.665 0.01 0.02 0.05 0.471
H -2.565 1.249 0.736 0.06 0.04 0.01 0.309
H -2.275 -0.275 1.605 0.16 0.11 0.03 0.291
H -2.019 -1.492 -0.541 0.00 -0.04 -0.05 0.485
H -0.714 1.201 -1.047 0.14 0.10 0.00 0.665
H -0.266 -0.288 -1.816 0.07 -0.03 0.02 0.469
H 1.340 2.747 1.684 0.05 0.03 -0.05 0.404
H 2.684 -0.335 0.162 0.02 0.18 -0.01 0.406
H 1.974 0.104 -1.407 0.07 -0.01 0.03 0.419
H 2.630 -2.504 -0.553 -0.02 -0.16 -0.29 0.433
H 1.354 -2.304 -1.746 -0.25 -0.06 0.03 0.330
H 0.612 -3.408 0.696 -0.15 0.08 0.17 0.476
H -0.350 -1.457 1.740 -0.15 0.38 -0.03 0.308

Record 2
27
Properties=species:S:1:pos:R:3:forces:R:3:mulliken_charge:R:1 method="wB97M-V/def2-TZVPD" total_charge=+1 multiplicity=1 e_above_lowest_kcal_mol=86.7 homo_lumo_gap_ev="6.47 / 6.47" homo_energy_ev="-11.06 / -11.06"
C 2.956 -0.675 0.480 0.26 -0.43 0.40 -0.378
C 0.846 -1.866 1.004 -0.86 3.40 -1.98 -0.511
C 2.104 -1.402 1.267 3.94 1.49 0.26 0.624
C 0.192 -0.084 -0.450 1.42 -3.20 2.33 0.041
C -1.848 -0.803 0.485 0.98 0.10 -2.35 0.457
C 2.611 -0.315 -0.888 1.96 0.44 -2.77 -0.849
C -0.268 -2.503 1.171 1.57 -2.49 -0.21 -0.076
C 1.333 0.560 -0.999 0.75 0.81 -0.87 0.572
C 1.397 1.835 -0.133 -0.75 0.24 -0.39 -1.557
N -1.012 -0.066 -0.350 -2.81 0.77 0.45 -0.299
N -1.506 -2.058 0.732 -2.38 0.20 1.72 -0.111
N -3.754 1.949 -0.974 -0.88 0.23 2.73 -0.753
F 2.685 -1.502 2.499 -1.06 -0.85 0.80 -0.298
S -3.376 -0.309 0.943 -0.64 0.13 0.64 -0.418
H 3.954 -0.326 0.878 -1.46 -0.69 -0.23 0.345
H 3.523 0.257 -1.443 -2.26 -1.15 1.45 0.328
H 2.444 -1.209 -1.543 0.08 0.63 0.59 0.338
H -0.257 -3.573 1.445 -0.31 0.64 0.28 0.387
H 1.216 0.768 -2.079 -0.12 0.07 0.48 0.424
H 0.652 2.559 -0.428 -0.33 0.11 -0.39 0.367
H 2.323 2.361 -0.124 0.95 -0.04 -0.18 0.405
H 1.121 1.581 0.866 0.16 -0.19 0.97 0.453
H -3.046 2.635 -1.019 0.79 0.99 0.17 0.271
H -2.281 -2.459 1.288 0.66 -0.40 -0.66 0.273
H -3.597 0.822 0.024 0.44 0.53 -0.22 0.365
H -3.744 1.460 -1.790 -0.02 -1.67 -3.06 0.311
H -4.668 2.361 -0.862 -0.09 0.33 0.02 0.288

Record 3
26
Properties=species:S:1:pos:R:3:forces:R:3:mulliken_charge:R:1 method="wB97M-V/def2-TZVPD" total_charge=+1 multiplicity=1 e_above_lowest_kcal_mol=88.0 homo_lumo_gap_ev=9.97 homo_energy_ev=-13.69
C -1.706 1.008 -0.891 0.37 0.98 -4.26 -0.623
C -0.521 0.607 -1.358 0.59 -1.72 0.36 0.238
C -0.048 -0.327 -2.489 -0.22 0.32 1.17 -0.684
C 2.226 -1.286 0.483 -1.24 -2.50 -3.02 -0.806
C 0.537 -1.487 -1.683 1.41 0.82 0.15 0.019
C 1.237 -0.751 -0.522 0.48 -0.25 1.68 0.519
C -0.926 0.870 1.113 3.75 -1.32 3.60 1.160
C -0.229 1.824 2.084 2.03 2.11 -0.25 -1.360
C -1.382 -0.498 1.562 -1.12 0.40 -2.29 -1.095
N 0.422 0.464 -0.238 0.61 2.17 0.09 -0.080
O -1.698 1.550 0.331 -1.57 1.01 -0.12 -0.269
O 2.617 -0.488 -0.606 -0.13 0.41 -0.78 -0.500
F -0.399 -2.377 -1.253 -0.54 0.14 0.40 -0.288
H -2.446 1.351 -1.606 -0.63 -0.42 0.58 0.449
H -0.915 -0.758 -2.930 -0.58 0.09 -1.24 0.374
H 0.752 0.033 -3.181 -1.01 0.10 0.50 0.335
H 2.442 -0.982 1.432 0.00 1.60 2.44 0.358
H 2.451 -2.363 0.383 -0.06 0.50 -0.21 0.254
H 1.241 -2.027 -2.293 0.48 -0.27 -0.01 0.503
H 0.547 1.634 2.868 -0.41 -1.50 -1.12 0.333
H -0.876 2.379 2.755 -1.11 -0.01 -0.51 0.388
H 0.298 2.645 1.466 -1.07 -1.11 0.72 0.320
H -1.641 -1.051 0.582 0.39 0.34 1.78 0.249
H -2.348 -0.257 2.041 0.35 -0.45 0.14 0.399
H -0.704 -1.034 2.217 0.02 0.11 -0.11 0.333
H 1.068 1.320 -0.270 -0.79 -1.55 0.31 0.476

Record 4
26
Properties=species:S:1:pos:R:3:forces:R:3:mulliken_charge:R:1 method="wB97M-V/def2-TZVPD" total_charge=-1 s_squared=6.01 multiplicity=5 e_above_lowest_kcal_mol=0.0 homo_lumo_gap_ev="6.03 / 6.06" homo_energy_ev="-2.79 / -2.83"
C 2.420 -0.726 0.759 -0.53 -0.37 0.92 -0.359
C 1.886 -2.046 0.806 -0.09 0.61 0.79 -0.342
C 0.822 -2.069 1.769 0.97 0.54 0.71 -0.762
C 0.724 -0.749 2.353 0.92 -0.35 -0.01 -0.541
C 1.684 0.091 1.676 0.48 -1.19 0.92 -0.528
Ho -0.204 -0.535 0.100 1.29 1.11 -1.24 0.566
N 0.678 0.924 -1.241 0.23 0.61 -0.03 -0.395
C 0.678 -0.003 -2.376 -0.04 0.25 -1.15 -0.272
C 0.465 -1.445 -1.915 -0.26 -0.59 0.09 -1.013
H 0.245 -2.943 2.062 0.09 0.21 -0.07 0.439
H 2.253 -2.905 0.243 -0.28 0.40 0.08 0.430
H 0.041 -0.444 3.154 0.30 -0.12 -0.45 0.455
H 1.889 1.139 1.908 -0.22 -0.39 -0.24 0.379
H 3.258 -0.403 0.141 -0.54 -0.04 0.08 0.362
H 1.340 -2.084 -2.021 -0.18 -0.08 -0.16 0.214
H 1.605 0.061 -2.989 -0.10 0.05 0.32 0.334
H 1.142 1.815 -1.427 -0.29 -0.57 -0.03 0.050
H -0.466 -1.919 -2.253 0.25 -0.03 -0.55 0.282
H -0.132 0.247 -3.089 0.06 0.07 -0.11 0.178
C -3.130 2.846 0.452 0.30 -0.97 -0.06 -0.581
O -3.381 1.407 0.292 -0.98 1.20 -0.34 -0.229
C -2.267 0.714 0.275 1.43 -1.57 0.11 0.057
O -2.349 -0.507 -0.118 -2.31 1.35 0.35 -0.484
H -4.067 3.327 0.165 0.16 0.05 0.20 0.218
H -2.306 3.147 -0.215 -0.39 -0.13 0.21 0.289
H -2.827 3.062 1.489 -0.31 -0.06 -0.34 0.253

Record 5
30
Properties=species:S:1:pos:R:3:forces:R:3:mulliken_charge:R:1 method="wB97M-V/def2-TZVPD" total_charge=+3 multiplicity=1 e_above_lowest_kcal_mol=0.0 homo_lumo_gap_ev="6.12 / 6.12" homo_energy_ev="-19.88 / -19.88"
Ir -1.140 1.560 -0.430 -0.87 -0.45 -0.31 0.694
N -2.479 2.981 -1.222 -0.23 0.11 0.16 -0.626
C -3.450 3.465 -0.168 0.13 0.02 0.04 -0.518
C -3.713 2.323 0.778 0.00 -0.07 0.02 -0.490
N -2.369 1.836 1.277 0.26 0.20 -0.01 -0.612
H -1.947 3.788 -1.553 0.03 -0.07 -0.09 0.371
H -2.980 2.635 -2.042 -0.14 0.00 0.09 0.394
H -4.356 3.845 -0.636 -0.04 -0.06 0.01 0.399
H -2.970 4.291 0.358 -0.02 0.04 -0.05 0.336
H -4.188 1.486 0.266 -0.02 -0.02 0.04 0.336
H -4.341 2.616 1.618 0.02 0.05 0.00 0.395
H -2.497 0.957 1.779 0.02 -0.02 -0.02 0.374
H -2.004 2.486 1.979 -0.06 0.06 -0.03 0.377
O 4.313 -5.062 0.599 -0.01 -0.14 -0.07 -0.368
C 3.752 -4.210 -0.179 0.03 0.03 0.34 0.411
O 3.832 -4.132 -1.381 0.02 0.17 -0.13 -0.285
C 2.973 -2.977 0.091 -0.05 -0.09 -0.12 0.725
C 3.636 -1.799 0.546 0.13 0.10 -0.08 -0.648
C 2.924 -0.663 0.693 -0.01 0.09 0.05 -0.567
C 1.510 -0.608 0.305 -0.15 -0.17 0.10 0.823
S 0.773 0.836 0.575 0.47 -0.16 0.41 -0.193
C 0.886 -1.807 -0.229 -0.07 0.13 -0.13 -0.269
C 1.594 -2.944 -0.339 -0.10 -0.04 0.01 -0.747
H 4.110 -4.975 1.545 0.00 -0.01 0.02 0.396
H 4.689 -1.835 0.801 -0.01 0.01 0.04 0.488
H 3.381 0.235 1.095 0.02 -0.02 0.01 0.477
H -0.157 -1.769 -0.514 0.00 -0.05 0.01 0.493
H 1.158 -3.851 -0.737 -0.04 0.02 0.01 0.491
O -0.298 0.397 -2.903 -0.35 -0.45 -0.42 -0.267
N -0.642 0.896 -1.974 1.05 0.78 0.10 0.610

Record 6
28
Properties=species:S:1:pos:R:3:forces:R:3:mulliken_charge:R:1 method="wB97M-V/def2-TZVPD" total_charge=+2 multiplicity=1 e_above_lowest_kcal_mol=0.0 homo_lumo_gap_ev=4.99 homo_energy_ev=-12.42
K 3.296 1.962 -3.194 -0.42 0.29 0.24 0.974
K 5.063 2.111 1.135 -0.54 0.33 0.14 1.010
K 3.566 -1.069 -0.512 -0.84 -0.27 0.43 0.948
C 1.364 1.982 -0.072 -0.67 0.15 -1.29 -0.576
O 2.678 1.585 -0.291 1.91 -0.84 0.23 -0.935
H 0.996 2.335 0.891 0.80 0.06 0.60 0.292
H 1.145 2.783 -0.778 -0.41 0.54 -0.06 0.299
H 0.629 1.222 -0.337 -0.15 -0.46 -0.10 -0.027
N 0.419 -1.611 0.462 0.25 1.97 1.04 0.245
C 0.636 -2.776 -0.153 -0.49 -1.47 -0.16 -0.434
C 0.892 -3.746 0.837 1.24 0.94 -2.29 -0.714
C 1.046 -3.006 2.002 0.49 -0.46 2.19 -0.342
C 0.679 -1.708 1.825 -0.16 0.43 -1.37 -0.515
H 0.120 -0.769 -0.008 -0.27 -0.14 0.15 0.073
H 0.511 -2.755 -1.226 -0.20 -0.70 0.00 0.494
H 1.201 -4.766 0.656 -0.24 0.05 0.09 0.388
H 1.507 -3.368 2.909 -0.54 -0.23 0.19 0.402
H 0.534 -0.870 2.491 0.10 -0.17 -0.06 0.401
N -2.149 2.174 -0.400 1.15 4.34 -0.95 0.081
C -2.943 1.502 0.395 0.35 -0.06 3.94 -0.508
C -3.207 0.345 -0.188 -1.88 -2.66 -0.52 -0.517
C -2.823 0.481 -1.525 0.73 -1.26 -1.85 -0.418
C -2.180 1.668 -1.647 1.15 -0.18 -0.48 -0.476
H -1.753 3.080 -0.197 -0.40 -0.04 0.05 0.222
H -3.137 1.795 1.416 0.14 0.09 -0.07 0.377
H -3.630 -0.513 0.313 -0.37 0.12 -0.31 0.438
H -2.830 -0.207 -2.357 -0.50 -0.27 0.25 0.416
H -1.630 2.139 -2.449 -0.23 -0.10 -0.04 0.401